# C43H34Cl3GeNO2PSSiTi

A structure of composition C43H34Cl3GeNO2PSSiTi (ωB97M-V with the def2-TZVPD basis set, the OMol25 dataset).

Net charge: -2
HOMO energy (alpha / beta): 0.0083 / -0.0453 Eh
Multiplicity: 2
HOMO-LUMO gap (alpha / beta): 4.0 / 5.5 eV
LUMO level (alpha / beta): 4.24 / 4.23 eV
⟨S²⟩: 0.772

Atoms and positions in Å:
C  3.343  1.896  -2.927
C  -0.056  1.560  -5.047
C  -4.488  0.026  -1.423
S  -1.516  3.204  0.379
C  0.001  -4.756  -0.925
Cl  -3.492  -0.120  4.470
C  -1.044  1.656  -2.854
H  -1.455  2.235  -2.033
C  0.318  -2.407  -1.338
C  0.312  0.554  0.705
C  0.839  -3.688  -1.210
H  -2.941  -3.094  -0.761
C  -4.876  -1.692  -3.587
H  0.981  -1.566  -1.517
H  2.835  2.447  -3.709
C  -1.361  -4.539  -0.767
H  -5.423  3.282  3.190
H  6.419  0.776  -2.055
C  -3.413  -0.727  -1.905
C  3.717  -3.886  0.411
C  -0.430  -0.461  -3.795
H  1.204  2.106  2.680
H  1.169  -1.967  2.589
C  3.027  -4.551  1.416
Cl  -0.379  -0.830  4.900
H  -4.219  3.648  5.316
C  4.710  1.657  -3.014
C  4.624  0.495  -0.905
H  0.307  2.059  -5.939
C  -5.939  -0.945  -3.100
C  -2.302  3.416  1.932
C  0.029  0.181  -4.939
C  -3.627  -1.568  -3.001
C  1.898  -2.497  1.983
Ge  2.134  0.111  0.730
H  5.275  2.019  -3.866
Ti  -1.472  0.730  0.934
H  2.122  3.242  4.702
H  4.013  -2.030  -0.620
C  3.245  0.712  -0.804
H  4.426  -4.426  -0.209
O  -5.154  1.948  -0.247
H  -4.207  3.114  1.195
C  -0.595  2.297  -4.003
Si  -1.628  0.110  3.442
H  1.907  -3.845  -1.297
C  -1.883  -3.260  -0.909
C  -4.390  0.982  -0.234
H  -1.685  3.931  5.257
C  2.963  0.950  2.326
C  -3.677  3.641  4.378
H  -0.354  -1.539  -3.720
C  -5.737  -0.084  -2.038
H  -6.919  -1.033  -3.557
H  4.843  -0.101  2.272
C  2.725  2.520  4.161
C  2.112  -3.853  2.200
C  2.208  1.890  3.032
C  4.009  2.218  4.601
C  4.247  0.651  2.786
H  0.455  -0.401  -5.747
O  -3.553  0.680  0.670
N  -3.701  3.422  2.004
C  4.772  1.280  3.912
Cl  -1.867  -1.638  2.000
C  5.351  0.958  -1.997
C  3.487  -2.528  0.188
H  4.413  2.705  5.481
H  -2.794  -2.139  -3.395
H  5.145  -0.037  -0.113
C  -0.963  0.269  -2.739
C  2.622  1.427  -1.831
H  1.557  1.625  -1.755
H  -0.660  3.376  -4.072
H  5.770  1.033  4.259
P  -1.703  -0.473  -1.228
C  -2.255  3.783  4.346
H  1.556  -4.366  2.977
H  3.193  -5.610  1.582
H  -2.018  -5.362  -0.511
H  0.413  -5.752  -0.802
C  -1.052  -2.183  -1.211
C  -4.353  3.441  3.225
H  -6.539  0.534  -1.657
H  -5.019  -2.363  -4.425
C  -1.609  3.642  3.102
H  -0.531  3.681  3.027
C  2.584  -1.808  0.974

Löwdin population analysis, charges in e, atoms 1 to 4:
1 C -0.0963
2 C -0.1140
3 C -0.1060
4 S 0.5647



# C43H34Cl3N5O6SV

A structure of composition C43H34Cl3N5O6SV (ωB97M-V with the def2-TZVPD basis set, the OMol25 dataset).

HOMO energy (alpha / beta): -0.2571 / -0.3038 Eh
Multiplicity: 4
HOMO-LUMO gap (alpha / beta): 6.7 / 7.7 eV
LUMO level (alpha / beta): -0.28 / -0.56 eV
⟨S²⟩: 3.762

Atoms and positions in Å:
C  2.245  0.635  -2.175
H  -0.962  2.233  -0.714
H  -2.937  -0.578  4.926
H  -2.001  6.273  4.341
H  4.001  5.652  -1.592
H  5.245  3.796  -0.527
H  0.810  -6.624  2.408
C  -2.711  1.859  -2.342
C  -3.876  1.440  -0.127
C  -1.867  2.264  1.246
C  -2.622  -1.949  1.838
N  -3.056  1.081  -1.260
N  2.972  -0.372  -1.684
H  -2.338  -0.784  -0.538
H  4.265  0.461  -0.871
C  -2.290  -0.023  -1.300
Cl  2.351  1.408  2.669
O  4.662  1.335  -0.644
C  -2.461  -0.987  4.045
C  2.226  -3.742  -2.669
H  -3.187  2.804  -2.537
C  1.128  -5.714  1.916
H  -4.305  -1.339  3.014
H  0.603  -1.742  2.835
O  -2.181  -4.056  -0.238
N  2.355  -1.536  -2.020
C  0.188  -4.763  1.564
C  -1.079  -1.102  3.985
H  -4.853  1.784  -0.466
C  4.351  3.607  -1.105
C  2.761  2.008  -1.983
C  2.699  -5.043  -2.705
H  -2.891  5.490  -0.700
C  -1.813  5.259  1.140
H  3.922  -4.159  0.812
V  0.290  -1.432  -2.469
C  -0.266  1.922  3.053
H  2.245  -7.046  -3.325
Cl  0.720  5.326  0.074
C  -1.367  -3.200  -0.557
H  -1.151  1.469  -3.851
C  -3.287  2.529  0.782
C  -1.554  2.162  2.606
C  -0.488  5.541  1.276
C  -0.472  -2.557  0.538
S  -0.086  6.130  2.836
Cl  -2.770  2.336  3.841
C  -3.225  -1.410  2.969
C  0.747  1.782  2.123
H  2.245  -2.471  0.163
H  1.301  1.816  0.050
H  1.954  5.178  -2.916
H  -0.466  -0.786  4.821
H  -0.863  -4.926  1.763
C  3.924  2.284  -1.241
H  -0.063  1.838  4.110
C  1.928  -3.381  0.657
H  -1.681  4.223  -0.723
H  -3.581  5.370  2.460
C  2.067  3.068  -2.572
H  3.210  -6.250  1.927
C  0.582  -3.588  0.925
O  -1.120  -2.753  -1.714
C  2.477  -5.506  1.644
C  2.873  -4.337  1.018
C  -1.712  1.185  -2.979
H  -3.933  2.512  1.660
H  0.593  -0.907  0.568
C  -0.802  2.125  0.351
C  -1.237  -2.058  1.767
N  1.031  -3.392  -3.179
C  1.907  -6.020  -3.288
N  -1.462  0.005  -2.318
C  -2.444  4.694  -0.102
C  0.496  1.899  0.770
H  0.020  -6.394  -4.259
H  -3.230  -2.320  1.027
O  1.168  0.467  -2.830
C  0.674  -5.663  -3.806
O  -3.526  3.817  0.183
H  -4.015  0.529  0.457
C  2.993  -2.629  -2.098
H  4.040  -2.727  -1.827
C  -0.477  -1.633  2.856
H  3.659  -5.281  -2.269
H  1.176  2.828  -3.137
C  2.501  4.371  -2.448
C  -1.718  6.000  3.338
C  0.270  -4.340  -3.719
O  0.127  -1.423  -0.099
C  3.650  4.633  -1.704
C  -2.520  5.536  2.346
H  -0.704  -4.025  -4.067

Löwdin population analysis, charges in e, atoms 1 to 4:
1 C -0.4279
2 H 0.1029
3 H 0.0943
4 H 0.0689



# C43H34F4N7O7PS2Ti

A structure of composition C43H34F4N7O7PS2Ti (ωB97M-V with the def2-TZVPD basis set, the OMol25 dataset).

Net charge: -2
HOMO energy (alpha / beta): -0.0863 / -0.0863 Eh
HOMO-LUMO gap (alpha / beta): 4.5 / 4.5 eV
LUMO level (alpha / beta): 2.13 / 2.13 eV

Atoms and positions in Å:
H  0.063  -4.044  -0.908
C  2.740  -1.207  -2.389
C  1.409  0.876  2.141
H  0.142  -0.749  -6.006
N  1.972  -0.875  -1.561
O  1.100  -3.013  0.488
C  -6.891  2.545  0.169
H  -2.077  0.218  -6.422
N  3.262  1.068  -0.017
H  -0.322  -4.496  0.768
C  -0.573  1.085  -5.131
C  3.356  2.189  -0.746
H  2.088  -3.237  4.589
O  -0.502  -2.841  2.380
C  0.778  2.140  1.997
H  0.688  3.234  5.200
C  -5.078  -0.716  -0.244
N  -9.350  1.976  0.492
H  -2.487  0.187  -4.702
C  -1.136  3.120  -3.730
H  -0.582  -1.817  4.181
C  -2.673  -1.359  -0.040
C  0.509  2.986  3.082
H  -0.012  3.919  2.911
N  -3.008  -3.876  -0.272
H  3.504  -3.576  3.574
C  6.721  3.734  0.262
C  5.511  2.732  0.153
O  3.085  -1.191  1.052
H  1.111  2.150  -5.983
C  -1.186  -1.994  3.281
F  -2.221  1.353  0.559
N  0.561  1.587  -0.305
H  -1.372  -1.016  2.812
H  2.944  -6.014  3.638
C  2.497  -3.919  3.835
H  -3.051  -2.915  2.754
C  -0.548  1.851  -3.817
H  1.898  -5.593  0.977
H  1.216  -0.107  -4.767
C  -6.698  3.925  0.126
H  1.521  -5.670  4.619
H  3.143  -5.385  5.280
C  4.446  3.029  -0.701
F  -7.345  -0.195  -0.428
H  -2.291  -3.604  4.184
F  -5.412  -1.986  -0.560
Ti  1.685  -0.189  0.362
O  5.017  -1.073  2.162
F  -4.156  3.179  0.631
C  -5.845  1.585  0.099
C  1.493  -5.381  -0.007
C  -0.573  3.292  -1.425
C  0.078  1.925  -6.238
C  -4.487  1.909  0.321
C  0.897  2.604  4.345
H  0.071  1.374  -7.176
H  -0.294  -0.901  -4.309
H  -1.596  3.564  -4.601
S  -0.427  3.944  0.181
H  4.482  3.921  -1.309
H  6.254  1.238  1.526
H  2.309  -5.112  -0.673
C  2.531  -5.340  4.384
C  0.387  2.461  0.665
C  0.020  1.307  -2.680
C  -2.495  -2.675  3.656
H  -3.093  -2.024  4.288
C  5.453  1.547  0.871
C  1.548  1.385  4.520
C  4.181  -0.608  1.401
H  -0.447  2.863  -6.394
O  6.642  4.686  -0.514
C  -3.728  -0.397  0.000
P  1.093  -2.519  2.019
C  1.785  0.543  3.441
C  -2.034  0.782  -5.492
C  0.489  -4.241  0.081
C  -8.231  2.193  0.314
C  -6.083  0.219  -0.179
H  -1.627  4.811  -2.499
C  0.025  2.018  -1.481
C  0.174  -0.248  -5.041
S  3.676  -1.646  -3.595
H  0.490  0.338  -2.667
C  -2.883  -2.735  -0.183
C  4.331  0.739  0.748
C  -3.490  0.964  0.284
H  1.870  1.089  5.509
N  -6.629  5.073  0.037
H  2.274  -0.411  3.629
N  -0.229  -0.755  0.272
O  1.687  -3.915  2.679
C  -1.157  3.842  -2.551
H  2.530  2.419  -1.412
H  -2.614  1.695  -5.610
H  0.991  -6.268  -0.389
O  7.560  3.424  1.105
C  -1.357  -1.004  0.120

Löwdin population analysis, charges in e, atoms 1 to 4:
1 H 0.1210
2 C -0.9403
3 C -0.1464
4 H 0.0861



ΔE to the lowest compared entry with this formula, charge and spin in eV, matching the order above: 0.392, 0.036, 1.203